DFT (ωB97M-V with the def2-TZVPD basis set) results for 13 unconnected molecules or ions with the total composition C48H118N7O19P3 at a distorted geometry.

Computed properties:
Orbital gap in eV: 8.94
Calculated total energy in eV: -128893.8217
Highest occupied orbital energy in eV: -8.747
LUMO in eV: 0.19

```
! RIJCOSX wB97M-V def2-TZVPD def2/J DEFGRID3
* xyz 0 1
C -2.056 4.776 -1.606
C -1.679 4.843 -3.121
C -0.984 3.537 -3.543
C -0.900 3.320 -5.029
C -0.321 1.947 -5.384
C -0.402 1.574 -6.837
H -2.621 3.877 -1.358
H -2.779 5.556 -1.366
H -1.134 4.657 -1.037
H -2.528 5.204 -3.702
H -0.914 5.617 -3.192
H -1.526 2.724 -3.061
H -0.043 3.514 -2.994
H -1.871 3.322 -5.524
H -0.355 4.100 -5.561
H 0.719 1.872 -5.066
H -0.820 1.077 -4.957
H -1.325 1.040 -7.062
H -0.539 2.529 -7.344
H 0.533 1.125 -7.172
C 2.194 -5.116 0.964
C 3.573 -4.603 1.399
C 3.724 -4.357 2.971
C 5.195 -3.948 3.403
C 5.731 -2.582 2.721
C 4.705 -1.360 2.964
H 1.865 -5.984 1.534
H 2.282 -5.501 -0.052
H 1.430 -4.340 0.912
H 4.313 -5.349 1.109
H 3.846 -3.685 0.879
H 3.370 -5.238 3.507
H 3.117 -3.497 3.252
H 5.132 -3.889 4.489
H 5.842 -4.779 3.124
H 6.719 -2.348 3.117
H 5.810 -2.668 1.637
H 3.922 -1.376 2.206
H 4.139 -1.478 3.889
H 5.357 -0.488 3.012
C -0.043 -8.022 -3.389
C -0.647 -6.740 -4.038
C -0.412 -5.364 -3.297
C -1.006 -5.330 -1.872
C -1.057 -3.856 -1.324
C -2.345 -2.975 -1.664
H 0.870 -7.920 -2.803
H 0.122 -8.730 -4.201
H -0.751 -8.634 -2.830
H -0.284 -6.610 -5.058
H -1.715 -6.941 -4.124
H -0.981 -4.682 -3.928
H 0.678 -5.346 -3.283
H -2.039 -5.633 -2.048
H -0.461 -6.064 -1.279
H -0.968 -4.029 -0.251
H -0.185 -3.334 -1.717
H -3.165 -3.406 -1.089
H -2.085 -2.004 -1.242
H -2.482 -3.044 -2.743
C -4.526 3.565 -5.899
C -5.519 2.974 -4.858
O -5.375 3.204 -3.667
N -6.629 2.435 -5.446
C -7.693 1.783 -4.697
H -3.809 2.944 -6.438
H -3.831 4.193 -5.343
H -5.122 4.225 -6.528
H -6.601 2.441 -6.455
H -7.671 1.951 -3.620
H -7.436 0.732 -4.831
H -8.710 2.019 -5.008
C -6.109 1.023 -1.604
C -5.568 0.104 -0.482
O -5.469 -1.076 -0.605
N -5.369 0.509 0.807
C -5.719 1.828 1.299
H -5.812 2.026 -1.299
H -7.189 0.875 -1.614
H -5.730 0.936 -2.622
H -5.156 -0.131 1.559
H -5.209 2.645 0.789
H -5.433 1.908 2.348
H -6.808 1.864 1.266
C 1.473 -0.185 4.892
C 0.995 1.306 4.836
O 0.246 1.630 3.893
N 1.404 2.070 5.790
C 0.917 3.427 5.887
H 1.440 -0.524 5.927
H 2.492 -0.049 4.530
H 0.971 -0.878 4.217
H 2.248 1.746 6.241
H 1.354 4.220 5.280
H 0.896 3.796 6.912
H -0.143 3.485 5.637
C 1.769 -3.831 5.799
C 2.164 -3.799 7.306
O 3.092 -3.184 7.773
N 1.416 -4.637 8.129
C 1.431 -4.454 9.598
H 0.982 -4.579 5.704
H 2.645 -4.088 5.204
H 1.350 -2.909 5.396
H 0.723 -5.258 7.736
H 0.955 -3.548 9.974
H 2.411 -4.561 10.064
H 0.772 -5.254 9.934
C 3.436 -3.952 -3.385
C 3.739 -2.898 -4.363
O 4.634 -3.143 -5.146
N 3.180 -1.715 -4.324
C 3.460 -0.751 -5.423
H 2.428 -3.726 -3.037
H 4.172 -4.035 -2.586
H 3.458 -4.887 -3.945
H 2.370 -1.539 -3.746
H 3.037 0.211 -5.136
H 3.205 -1.263 -6.351
H 4.543 -0.624 -5.428
C 0.324 -0.723 0.778
C 0.356 -0.053 -0.619
O 1.075 -0.591 -1.493
N -0.538 0.834 -0.947
C -1.637 1.267 -0.120
H -0.520 -1.409 0.848
H 0.174 -0.218 1.732
H 1.108 -1.480 0.789
H -0.447 1.047 -1.930
H -2.450 0.715 -0.591
H -1.746 2.350 -0.050
H -1.582 1.034 0.944
C -3.189 1.406 4.425
C -3.687 2.578 5.195
O -4.591 2.376 5.973
N -2.970 3.764 5.085
C -3.042 4.801 6.168
H -2.305 1.548 3.804
H -4.044 0.949 3.925
H -2.926 0.708 5.220
H -2.459 4.071 4.270
H -2.028 4.685 6.551
H -3.626 4.474 7.028
H -3.216 5.777 5.714
C 4.205 -0.869 -1.200
O 5.117 -0.399 -0.253
P 5.642 1.143 -0.189
O 6.743 1.386 0.851
O 6.089 1.416 -1.659
C 6.983 2.503 -2.104
O 4.305 2.046 -0.049
C 3.628 2.301 1.251
H 3.289 -1.254 -0.752
H 4.599 -1.659 -1.839
H 3.790 -0.198 -1.952
H 6.461 2.804 -3.012
H 7.946 2.030 -2.296
H 7.018 3.370 -1.445
H 3.221 3.310 1.181
H 4.339 2.276 2.077
H 2.751 1.660 1.344
C 1.878 8.325 -4.215
O 2.686 7.328 -3.641
P 3.856 6.540 -4.473
O 4.414 7.245 -5.660
O 3.204 5.042 -4.680
C 3.083 4.139 -3.617
O 4.936 6.184 -3.295
C 5.644 7.259 -2.768
H 1.017 7.724 -4.508
H 2.275 8.606 -5.191
H 1.543 9.152 -3.589
H 3.509 4.439 -2.660
H 3.635 3.240 -3.891
H 2.062 3.832 -3.392
H 5.540 7.139 -1.689
H 5.092 8.163 -3.023
H 6.720 7.331 -2.926
C -5.990 -1.789 5.477
O -5.259 -2.892 4.872
P -4.428 -2.619 3.541
O -4.896 -1.386 2.830
O -4.658 -3.991 2.685
C -5.910 -4.218 2.151
O -2.889 -2.717 3.969
C -1.918 -2.082 3.074
H -7.055 -1.907 5.276
H -5.759 -0.809 5.059
H -5.795 -1.900 6.544
H -6.904 -4.010 2.545
H -5.939 -5.282 1.914
H -5.974 -3.667 1.213
H -2.187 -1.541 2.167
H -1.228 -2.873 2.781
H -1.400 -1.343 3.686
*
```

Atom charges from the Löwdin analysis, given in e for atoms 1 to 6:
1 C -0.102
2 C -0.231
3 C -0.229
4 C -0.205
5 C -0.284
6 C -0.115


DFT (ωB97M-V with the def2-TZVPD basis set) results for a molecular structure, C11H20BCeCl2NO2 at a distorted geometry.

Computed properties:
Orbital gap (alpha / beta) in eV: 4.01 / 4.10
Calculated total energy in eV: -55968.2994
Highest occupied orbital energy (alpha / beta) in eV: 0.072 / 0.050
LUMO (alpha / beta) in eV: 4.08 / 4.15

```
! RIJCOSX wB97M-V def2-TZVPD def2/J DEFGRID3
* xyz -2 1
C 2.191 0.285 -0.056
C 1.710 1.560 -0.403
C 0.707 1.415 -1.384
C 2.226 2.811 0.117
C 0.666 0.043 -1.766
C 1.615 -0.651 -0.962
C 1.959 -2.057 -1.064
C 3.235 -0.001 0.929
C -0.071 2.498 -1.972
C 0.112 -0.490 -2.997
Ce -1.218 -0.922 1.476
Cl -1.068 1.694 1.100
Cl 0.014 -1.549 3.608
O -1.712 -1.471 -0.425
H 2.544 2.675 1.153
H 1.443 3.568 0.083
H 3.088 3.142 -0.478
H -0.577 3.103 -1.218
H -0.841 2.082 -2.635
H 0.611 3.128 -2.550
H -0.773 0.092 -3.266
H -0.086 -1.556 -2.847
H 0.867 -0.402 -3.807
H 1.160 -2.562 -1.619
H 2.113 -2.461 -0.056
H 2.881 -2.157 -1.659
H 2.976 0.482 1.873
H 4.225 0.355 0.600
H 3.274 -1.084 1.113
H -1.898 -2.330 -0.900
O 0.204 -3.510 0.505
H 0.611 -4.097 1.225
B -5.867 -0.200 3.311
C -4.534 -0.319 2.569
N -3.487 -0.551 2.068
H -6.635 -0.799 2.539
H -6.013 1.016 3.423
H -5.652 -0.779 4.369
*
```

Atom charges from the Löwdin analysis, given in e for atoms 1 to 6:
1 C -0.272
2 C -0.334
3 C -0.328
4 C -0.089
5 C -0.283
6 C -0.251


DFT (ωB97M-V with the def2-TZVPD basis set) results for a single C5H8N2 molecule at a distorted geometry.

Computed properties:
Orbital gap in eV: 9.90
Calculated total energy in eV: -8292.6135
Highest occupied orbital energy in eV: -9.041
Structure (SMILES): C[C@H]1[C@@H](C#N)N1C
ΔE to the lowest compared entry with this formula, charge and spin in eV: 2.383
LUMO in eV: 0.86

```
! RIJCOSX wB97M-V def2-TZVPD def2/J DEFGRID3
* xyz 0 1
C -1.989 0.097 0.098
C -0.732 -0.449 -0.539
C 0.427 0.454 -0.924
C 0.557 1.857 -0.554
N 0.803 2.892 -0.101
N 0.458 -0.370 0.213
C 1.593 -0.934 0.880
H -1.715 0.872 0.819
H -2.664 0.525 -0.649
H -2.524 -0.697 0.630
H -0.891 -1.265 -1.257
H 0.970 0.173 -1.834
H 2.437 -1.036 0.190
H 1.390 -1.891 1.359
H 1.881 -0.227 1.668
*
```

Atom charges from the natural (NBO) analysis, given in e for atoms 1 to 6:
1 C -0.628
2 C 0.018
3 C -0.176
4 C 0.268
5 N -0.327
6 N -0.420


DFT (ωB97M-V with the def2-TZVPD basis set) results for a molecular structure, C8H9F7LuN2O6S at a distorted geometry.

Computed properties:
Orbital gap in eV: 3.47
Calculated total energy in eV: -87146.3920
Highest occupied orbital energy in eV: -18.993
ΔE to the lowest compared entry with this formula, charge and spin in eV: 0.000
LUMO in eV: -15.53

```
! RIJCOSX wB97M-V def2-TZVPD def2/J DEFGRID3
* xyz 3 1
N 1.710 -2.350 -0.656
C 1.481 -0.953 -0.765
S -0.398 -0.821 -1.260
O -0.632 0.249 -2.168
O -0.818 -2.132 -1.615
C -1.598 -0.278 0.099
F -1.255 0.838 0.688
F -1.732 -1.252 1.285
C -3.119 -0.144 -0.400
F -3.414 -0.910 -1.414
F -3.273 1.132 -0.723
C -4.174 -0.427 0.749
F -5.318 0.076 0.480
F -4.294 -1.708 1.049
F -3.719 0.176 2.039
O 2.171 -0.519 -1.832
C 2.564 0.881 -1.833
C 1.710 1.727 -0.929
N 1.925 1.246 0.491
C 1.021 1.941 1.530
O 0.117 2.593 1.077
O 1.316 1.726 2.712
C 1.841 -0.247 0.546
O 0.994 -0.675 1.580
H 2.648 -2.558 -0.339
H 1.018 -2.891 -0.163
H 3.609 0.939 -1.551
H 2.511 1.254 -2.843
H 2.038 2.754 -0.978
H 0.663 1.712 -1.171
H 2.882 1.517 0.719
H 2.837 -0.586 0.803
H 0.993 -1.634 1.484
Lu -2.302 -0.676 3.309
*
```

Atom charges from the natural (NBO) analysis, given in e for atoms 1 to 6:
1 N -0.803
2 C 0.272
3 S 2.005
4 O -0.830
5 O -0.836
6 C 0.409


DFT (ωB97M-V with the def2-TZVPD basis set) results for a single C23H29N3O4 molecule at a distorted geometry.

Computed properties:
Orbital gap in eV: 9.81
Calculated total energy in eV: -36983.7860
Highest occupied orbital energy in eV: -9.101
Structure (SMILES): CCc1ccccc1N(CC(=O)NC1CCCCC1)C(=O)CNC(=O)c1ccco1
ΔE to the lowest compared entry with this formula, charge and spin in eV: 0.277
LUMO in eV: 0.70

```
! RIJCOSX wB97M-V def2-TZVPD def2/J DEFGRID3
* xyz 0 1
C 1.421 2.098 2.533
H 0.481 1.592 2.745
H 2.228 1.535 2.996
H 1.384 3.085 2.987
C 1.648 2.199 1.025
C 0.534 2.939 0.341
C 0.330 4.289 0.607
C -0.702 4.992 0.015
C -1.559 4.354 -0.867
C -1.366 3.019 -1.161
C -0.328 2.316 -0.559
N -0.135 0.949 -0.931
C -0.667 -0.090 -0.274
O -0.460 -1.254 -0.599
C -1.593 0.225 0.901
N -2.825 -0.507 0.741
C -3.885 0.054 0.103
O -3.938 1.231 -0.202
C -4.995 -0.878 -0.142
C -6.226 -0.643 -0.701
C -6.899 -1.883 -0.707
C -6.033 -2.780 -0.156
O -4.883 -2.188 0.188
H -6.119 -3.831 0.036
H -7.886 -2.080 -1.071
H -6.584 0.302 -1.054
H -2.767 -1.514 0.782
H -1.109 -0.089 1.830
H -1.839 1.287 0.941
C 0.634 0.721 -2.148
H 0.612 1.635 -2.743
H 0.171 -0.100 -2.702
C 2.104 0.359 -1.859
O 3.023 1.108 -2.121
N 2.231 -0.857 -1.313
H 1.387 -1.378 -1.100
C 3.500 -1.430 -0.915
C 3.495 -2.937 -1.183
C 2.533 -3.674 -0.253
C 2.862 -3.382 1.207
C 2.808 -1.880 1.471
C 3.796 -1.153 0.565
H 3.759 -0.076 0.740
H 4.810 -1.493 0.785
H 3.047 -1.674 2.517
H 1.795 -1.517 1.283
H 2.155 -3.901 1.858
H 3.864 -3.753 1.437
H 1.504 -3.371 -0.457
H 2.601 -4.748 -0.443
H 4.507 -3.316 -1.030
H 3.222 -3.118 -2.225
H 4.264 -0.938 -1.528
H -2.029 2.504 -1.838
H -2.373 4.893 -1.325
H -0.838 6.038 0.241
H 1.001 4.794 1.286
H 2.589 2.722 0.835
H 1.738 1.195 0.609
*
```

Atom charges from the natural (NBO) analysis, given in e for atoms 1 to 6:
1 C -0.594
2 H 0.198
3 H 0.212
4 H 0.206
5 C -0.423
6 C -0.029


DFT (ωB97M-V with the def2-TZVPD basis set) results for a molecular structure, C34H24F15GeN2O4S5SbW at a distorted geometry.

Computed properties:
Orbital gap (alpha / beta) in eV: 4.18 / 4.17
Calculated total energy in eV: -206629.2776
Highest occupied orbital energy (alpha / beta) in eV: -7.376 / -7.376
LUMO (alpha / beta) in eV: -3.20 / -3.20

```
! RIJCOSX wB97M-V def2-TZVPD def2/J DEFGRID3
* xyz 0 1
W -0.732 -0.565 -0.194
C 2.652 -3.594 -0.019
N 2.837 -2.431 -0.882
C 4.248 -2.112 -1.008
C 2.003 -1.327 -0.570
O 0.656 -1.610 -0.642
C 2.227 -0.132 -1.536
O 1.184 0.837 -1.324
C 1.564 2.107 -0.788
C 1.042 2.195 0.648
O 0.345 1.226 1.035
N 1.326 3.222 1.422
C 2.210 4.297 1.033
C 0.846 3.263 2.793
H 3.023 -3.412 0.998
H 3.196 -4.426 -0.461
H 1.602 -3.869 0.027
H 4.789 -3.049 -1.098
H 4.622 -1.579 -0.126
H 4.426 -1.528 -1.908
H 2.106 -0.503 -2.563
H 3.212 0.315 -1.406
H 1.075 2.873 -1.406
H 2.650 2.237 -0.831
H 2.144 4.515 -0.030
H 3.245 4.058 1.293
H 1.926 5.192 1.583
H 0.391 2.312 3.076
H 0.114 4.064 2.897
H 1.681 3.451 3.466
S -0.319 -0.071 3.953
Sb -0.041 -1.488 2.205
S -2.649 -1.491 0.750
S 2.306 -0.655 1.182
S 0.380 -3.598 2.879
C -2.798 2.109 1.423
C -2.312 2.068 0.008
O -1.568 0.988 -0.292
C -2.657 2.950 -1.036
C -1.992 2.829 -2.282
C -2.358 3.597 -3.359
C -3.411 4.499 -3.242
C -4.068 4.645 -2.024
C -3.695 3.902 -0.928
H -2.099 1.546 2.060
H -3.777 1.631 1.512
H -2.879 3.131 1.784
H -1.199 2.089 -2.371
H -1.840 3.488 -4.302
H -3.721 5.080 -4.098
H -4.892 5.339 -1.943
H -4.233 3.996 0.002
F -3.545 -1.201 -4.453
C -2.856 -2.334 -4.682
C -2.454 -3.098 -3.599
C -1.728 -4.233 -3.888
F -1.275 -4.970 -2.858
C -1.416 -4.620 -5.187
F -0.715 -5.734 -5.421
C -1.824 -3.821 -6.248
F -1.516 -4.154 -7.504
C -2.554 -2.664 -5.993
F -2.940 -1.877 -7.002
Ge -2.633 -2.247 -1.713
S -1.159 -0.717 -2.588
C -4.532 -1.663 -1.980
C -4.946 -0.416 -1.577
F -4.003 0.368 -1.016
C -6.241 0.045 -1.750
F -6.597 1.263 -1.332
C -7.159 -0.792 -2.379
F -8.413 -0.384 -2.566
C -6.760 -2.049 -2.829
F -7.635 -2.839 -3.450
C -5.448 -2.461 -2.637
F -5.053 -3.646 -3.110
C -2.882 -4.020 -0.651
C -4.042 -4.686 -0.296
F -5.240 -4.225 -0.656
C -3.998 -5.836 0.490
F -5.130 -6.461 0.810
C -2.781 -6.342 0.933
F -2.742 -7.472 1.630
C -1.600 -5.650 0.657
F -0.431 -6.106 1.083
C -1.713 -4.500 -0.102
F -0.632 -3.684 -0.311
*
```

Atom charges from the Löwdin analysis, given in e for atoms 1 to 6:
1 W 1.099
2 C -0.092
3 N -0.221
4 C -0.090
5 C -0.824
6 O -0.500